Entry 1:
A cluster of 7 separate species, C6H21NO6 in total, computed with ωB97M-V/def2-TZVPD.

As for the largest force on an atom: 0.0317 hartree/bohr. The gap between HOMO and LUMO is 8.16 eV. The calculation puts the total energy at -747.40254 hartree.

Last column: natural (NBO) charge in e.
Positions of all 34 atoms, in Å:
C1 2.55058 0.91743 -2.07655  -0.63
C2 1.89263 0.75574 -0.74968  -0.08
C3 0.61382 0.38839 -0.44776  -0.12
N1 0.45049 0.34371 0.91070  -0.52
C4 1.63616 0.70321 1.51372  0.15
C5 2.55674 0.87537 0.50499  -0.33
C6 1.54701 1.23576 2.91024  -0.65
H1 2.74288 1.96977 -2.32476  0.21
H2 3.48453 0.37869 -2.19706  0.22
H3 1.83011 0.67818 -2.86175  0.21
H4 -0.13439 0.03048 -1.13076  0.18
H5 -0.48665 0.25829 1.28643  0.45
H6 3.62161 0.91166 0.68187  0.22
H7 1.59058 2.32015 2.99487  0.22
H8 0.60018 0.93499 3.35253  0.23
H9 2.36137 0.82539 3.49038  0.22
H10 2.27095 -2.04747 -0.03983  0.48
H11 0.95333 -2.85919 -0.26251  0.48
O1 1.91266 -2.89721 -0.34537  -0.97
H12 -1.37516 -3.34769 -1.51455  0.49
H13 -0.16963 -2.39585 -1.75779  0.49
O2 -0.84292 -2.64686 -1.11060  -0.96
H14 -2.23806 -1.23707 -2.11825  0.47
H15 -2.71035 0.14539 -2.74568  0.49
O3 -2.97400 -0.76900 -2.54855  -0.98
H16 -1.93779 2.52131 -2.82065  0.48
H17 -1.57655 1.74771 -1.54592  0.48
O4 -2.32502 2.01855 -2.09642  -0.95
H18 -2.39557 -0.42871 3.06546  0.47
H19 -1.19208 -1.00051 3.76960  0.47
O5 -1.57890 -0.16005 3.49414  -0.93
H20 -3.33552 0.16298 1.19781  0.47
H21 -2.73084 0.28713 -0.23257  0.49
O6 -2.60702 0.53618 0.69779  -0.96

***

Entry 2:
A structure of composition C6H22BClCoO6, computed with ωB97M-V/def2-TZVPD.

As for the largest force on an atom: 0.0924 hartree/bohr. The gap between HOMO and LUMO (alpha / beta) is 8.42 / 8.38 eV. The expectation value of S² is 3.76. Its multiplicity is 4. The calculation puts the total energy at -2560.92282 hartree.

Last column: Mulliken spin population.
Positions of all 37 atoms, in Å:
Co1 -0.23068 0.48088 -0.48666  2.75
B1 -0.27607 0.56182 -2.58491  0.02
H1 -0.39472 0.52045 -3.65657  0.00
H2 0.75056 0.45706 -2.26981  0.01
H3 -0.74019 1.48840 -2.28443  0.03
H4 -0.79375 -0.25547 -2.10713  0.02
Cl1 -1.13284 2.71695 0.42849  0.06
C1 1.71160 -1.73782 0.39120  0.00
C2 0.78343 -1.58103 1.60998  0.00
O1 0.36675 -0.21271 1.59071  0.03
O2 0.98774 -1.44176 -0.74782  0.02
H5 2.18301 -2.72061 0.39252  0.00
H6 2.47214 -0.96677 0.51430  0.00
H7 1.28105 -1.60986 2.57933  0.00
H8 0.02193 -2.35746 1.53667  0.00
H9 1.05728 0.24726 2.07362  0.00
H10 1.44947 -1.87887 -1.46708  0.00
C3 -3.33246 -0.40923 -0.36709  0.00
C4 -3.78171 -1.73498 -1.08998  0.00
O3 -4.00849 -2.69000 -0.04205  0.00
O4 -2.08195 -0.54301 0.27900  0.02
H11 -4.08488 -0.09147 0.35471  0.00
H12 -3.26697 0.44112 -1.04585  0.00
H13 -2.99440 -2.06846 -1.76602  0.00
H14 -4.60810 -1.81326 -1.79641  0.00
H15 -4.40682 -3.50953 -0.34423  0.00
H16 -2.14297 -0.87048 1.17935  0.00
C5 2.33760 2.48484 1.63695  0.00
C6 2.67499 2.27763 0.21277  0.00
O5 1.73697 1.45169 -0.44820  0.02
O6 2.53787 1.30605 2.41634  0.00
H17 1.28652 2.75111 1.74854  0.00
H18 2.99322 3.25644 2.04056  0.00
H19 3.66981 1.84912 0.09108  0.00
H20 2.66197 3.29301 -0.18339  0.00
H21 2.02745 1.36869 -1.35942  0.00
H22 3.28565 1.54025 2.97095  0.00

***

Entry 3:
A structure of composition C6H22BKO6, computed with ωB97M-V/def2-TZVPD.

As for the largest force on an atom: 0.0459 hartree/bohr. The gap between HOMO and LUMO is 8.08 eV. The calculation puts the total energy at -1317.93680 hartree.

Last column: natural (NBO) charge in e.
Positions of all 36 atoms, in Å:
K1 0.36951 1.02006 -1.39974  0.95
B1 2.06619 3.16252 -2.56858  -0.75
H1 2.41832 4.27230 -2.58898  -0.01
H2 0.91198 3.13475 -2.54437  -0.09
H3 2.46033 2.63288 -3.53165  -0.03
H4 2.42090 2.62555 -1.60490  -0.10
C1 -2.80591 0.47462 2.14275  -0.09
C2 -1.46450 1.05138 1.73255  -0.11
O1 -1.54597 1.90815 0.58718  -0.75
O2 -3.17843 -0.65732 1.36285  -0.75
H5 -3.59427 1.22240 1.99784  0.17
H6 -2.77494 0.25160 3.21094  0.18
H7 -0.66959 0.33354 1.54613  0.19
H8 -1.14269 1.65371 2.59010  0.17
H9 -1.74401 2.79186 0.90909  0.48
H10 -2.64827 -0.64458 0.55376  0.49
C3 3.18865 0.86007 0.76628  -0.11
C4 3.41977 -0.60395 0.48450  -0.09
O3 2.61753 -1.09895 -0.57442  -0.73
O4 1.80110 1.13392 1.09427  -0.77
H11 3.41854 1.49565 -0.09532  0.22
H12 3.75670 1.22048 1.62671  0.18
H13 3.15019 -1.16614 1.39080  0.16
H14 4.50025 -0.76368 0.41442  0.18
H15 2.44894 -2.02833 -0.41148  0.48
H16 1.68376 2.06702 1.29000  0.48
C5 -1.08375 -2.17854 -0.70496  -0.10
C6 -2.19199 -3.17975 -0.51390  -0.11
O5 -2.85733 -3.52207 -1.71304  -0.73
O6 -1.56729 -0.86152 -0.98277  -0.76
H17 -0.46657 -2.51501 -1.54367  0.18
H18 -0.47595 -2.18467 0.19621  0.20
H19 -2.85920 -2.97803 0.33219  0.20
H20 -1.71945 -4.10820 -0.13942  0.16
H21 -3.70766 -3.93034 -1.54844  0.48
H22 -2.13491 -0.89136 -1.76295  0.50

***

Entry 4:
A structure of composition C6H22CsInLi2O18P, computed with ωB97M-V/def2-TZVPD.

The total charge is +1. As for the largest force on an atom: 0.1255 hartree/bohr. The gap between HOMO and LUMO is 3.96 eV. The calculation puts the total energy at -2162.74710 hartree.

Last column: Mulliken charge in e.
Positions of all 51 atoms, in Å:
Li1 16.13806 -19.60907 -15.18926  1.15
Li2 16.09373 -14.69278 -16.90778  0.88
Cs1 18.67727 -17.18715 -16.57375  1.18
In1 15.50493 -19.86849 -19.61505  0.85
C1 21.09954 -21.79630 -14.36406  -0.03
C2 19.90388 -21.26310 -13.76191  0.20
C3 18.78575 -20.63874 -14.81182  0.15
O1 17.86728 -20.05525 -14.30022  -0.65
C4 18.99577 -20.77414 -16.20997  -0.71
C5 20.12099 -21.31612 -16.67805  0.47
C6 21.21450 -21.82372 -15.71471  0.15
O2 22.37933 -22.17741 -16.10912  -0.45
O3 20.18087 -21.53284 -17.93903  -0.56
O4 19.75377 -21.24382 -12.53787  -0.47
H1 21.92421 -22.12290 -13.74791  0.55
H2 18.23075 -20.37750 -16.86098  1.13
P1 15.12960 -17.96935 -16.69951  1.03
O5 16.15544 -19.10513 -17.00688  -0.48
O6 15.79898 -16.57545 -16.92920  -1.07
O7 14.76556 -18.23893 -15.22132  -0.88
O8 14.02803 -18.25764 -17.75566  -0.96
O9 13.17275 -16.14886 -15.07381  -0.63
H3 13.44658 -15.35271 -15.52922  0.33
H4 13.92592 -16.73560 -15.14226  0.09
O10 15.99511 -15.65562 -13.79992  -0.68
H5 15.84344 -16.21964 -14.55829  0.25
H6 15.39811 -14.91813 -13.92611  0.37
O11 11.79027 -17.79377 -16.85976  -0.85
H7 12.68767 -17.91822 -17.16867  0.43
H8 11.87547 -17.21604 -16.10134  0.38
O12 12.67251 -19.59820 -14.88981  -0.81
H9 12.10425 -19.11059 -15.48609  0.51
H10 13.49622 -19.11063 -14.89085  0.13
O13 13.75884 -21.42516 -17.54394  -0.62
H11 13.26033 -22.12701 -17.12544  0.26
H12 13.62614 -20.66549 -16.97691  0.45
O14 16.67811 -17.06511 -19.40779  -0.48
H13 17.20123 -16.28208 -19.57940  0.28
H14 16.23660 -16.88176 -18.57852  0.17
O15 14.21228 -17.44832 -20.80230  -0.53
H15 13.92240 -16.98989 -21.59100  0.29
H16 14.22472 -16.77361 -20.12344  0.39
O16 14.98727 -21.14643 -14.57966  -0.50
H17 14.08110 -20.86919 -14.71465  0.11
H18 14.91602 -21.99595 -14.14438  0.23
O17 16.03816 -18.27150 -12.96307  -0.63
H19 15.43609 -18.17326 -13.70070  0.37
H20 16.27031 -17.37479 -12.72171  0.31
O18 14.27574 -15.34130 -19.01859  -0.65
H21 15.00225 -14.73928 -18.85738  0.21
H22 14.22521 -15.87435 -18.22516  0.32

***

Entry 5:
A structure of composition C6H22INO5, computed with ωB97M-V/def2-TZVPD.

As for the largest force on an atom: 0.1252 hartree/bohr. The gap between HOMO and LUMO is 7.80 eV. The calculation puts the total energy at -970.17226 hartree.

Last column: natural (NBO) charge in e.
Positions of all 35 atoms, in Å:
N1 23.88896 6.23197 -15.89009  -0.88
H1 23.49775 6.85175 -15.19516  0.42
H2 23.24209 5.53234 -16.22506  0.42
H3 24.55239 5.76091 -15.29171  0.42
H4 24.34701 6.82491 -16.56736  0.32
I1 25.46530 7.90877 -17.33537  -0.38
C1 27.49597 10.83819 -16.50545  -0.67
C2 26.74186 11.01590 -17.84316  -0.07
O1 26.76398 9.86432 -18.67130  -0.79
H5 28.33533 10.15514 -16.63588  0.24
H6 26.84205 10.24968 -15.86191  0.20
H7 27.84686 11.69309 -15.92741  0.22
H8 27.00384 11.88828 -18.44185  0.18
H9 25.69574 11.25010 -17.64592  0.16
H10 25.92718 9.40740 -18.55914  0.46
C3 25.03568 6.71980 -20.66545  -0.10
C4 26.41624 7.55643 -20.45174  -0.12
O2 27.62588 6.85582 -20.24015  -0.74
O3 24.73095 6.14899 -19.39875  -0.78
H11 25.43810 5.95555 -21.33034  0.17
H12 24.19698 7.18498 -21.18340  0.18
H13 26.38279 8.27558 -19.63332  0.21
H14 26.53582 8.21060 -21.31537  0.17
H15 27.90735 6.58833 -21.11812  0.48
H16 25.00264 6.80418 -18.75182  0.41
C5 28.19899 7.23896 -17.90574  -0.13
C6 27.87607 5.71123 -17.82163  -0.10
O4 28.57670 5.06901 -18.93389  -0.74
O5 28.16691 7.93001 -16.69497  -0.79
H17 27.46899 7.61120 -18.62452  0.20
H18 29.21326 7.39701 -18.27231  0.18
H19 26.80216 5.52482 -17.81432  0.15
H20 28.14247 5.30747 -16.84485  0.17
H21 28.56420 5.71361 -19.64519  0.47
H22 27.37744 8.47618 -16.68844  0.47

***

Entry 6:
A cluster of 4 separate species, C6H22N2O3 in total, computed with ωB97M-V/def2-TZVPD.

As for the largest force on an atom: 0.0077 hartree/bohr. The gap between HOMO and LUMO is 9.24 eV. The calculation puts the total energy at -577.01678 hartree.

Last column: natural (NBO) charge in e.
Positions of all 33 atoms, in Å:
C1 1.45518 -2.09571 0.39278  -0.62
C2 1.65477 -0.62377 0.04655  -0.21
N1 0.52329 0.19588 0.47654  -0.70
C3 -0.61038 2.35339 0.32082  -0.61
C4 0.01205 1.19651 -0.46250  -0.06
C5 -1.02011 0.69114 -1.51366  -0.25
N2 -1.06733 -0.73606 -1.80982  -0.63
C6 -1.99226 -1.49863 -0.97684  -0.42
H1 0.58962 -2.50260 -0.12707  0.20
H2 1.27458 -2.21349 1.46483  0.21
H3 2.33804 -2.68104 0.13556  0.22
H4 1.84520 -0.52372 -1.02433  0.17
H5 2.56583 -0.28225 0.55117  0.18
H6 -0.22142 -0.38203 0.85378  0.40
H7 -1.04175 3.09605 -0.35248  0.21
H8 -1.41903 1.96286 0.94975  0.21
H9 0.12111 2.83707 0.96881  0.21
H10 0.87707 1.60097 -0.98738  0.17
H11 -2.01865 0.99575 -1.20245  0.20
H12 -0.84488 1.22076 -2.45607  0.19
H13 -0.14509 -1.15264 -1.74943  0.35
H14 -1.93206 -2.55845 -1.23831  0.20
H15 -1.83064 -1.40866 0.10437  0.18
H16 -3.00845 -1.15675 -1.18029  0.19
H17 -1.84407 -1.24105 3.40082  0.47
H18 -0.96385 -0.04433 2.97466  0.50
O1 -1.59563 -0.70902 2.64132  -0.99
H19 1.26710 0.59176 -2.95617  0.47
H20 2.50169 1.52425 -2.93867  0.47
O2 1.99323 0.92161 -3.49149  -0.93
H21 1.30607 0.61017 3.65282  0.47
H22 0.70555 1.00862 2.28335  0.50
O3 0.52523 1.00342 3.24904  -0.98